Formula: C3H5N3O
Source: OMol25
Level of theory: the ωB97M-V functional and the def2-TZVPD basis

Results
- calculated total energy (hartree) = -356.67656
- F_max (eV/A) = 0.5
- molar mass (g/mol) = 99.1

ORCA input file:
```
! wB97M-V def2-TZVPD RIJCOSX def2/J DEFGRID3
* xyz 0 1
H -2.28673 0.07355 -0.31019
C 0.62255 0.05411 -0.12897
N -1.81641 -0.42346 0.43975
H -2.34136 -1.27488 0.61911
H 0.31585 2.04598 -0.76808
H 0.52211 1.89706 0.87172
O 1.26198 -1.96680 -0.26482
N 0.78343 1.50236 -0.03693
C -0.49929 -0.77856 0.09050
H 1.80386 1.59870 -0.16248
N -0.11855 -2.02213 -0.00720
C 1.75255 -0.70592 -0.34241
*
```